No. 1
The following is a DFT calculation (ωB97M-V with the def2-TZVPD basis set) of C40H33F5N7O3S2V as an isolated structure in a non-equilibrium geometry.

Calculated values
<S²>	0.952
M	869.818	g/mol
HOMO level (spin up / spin down)	-10.70 / -11.02	eV
net charge	+1
gap between HOMO and LUMO (spin up / spin down)	7.231 / 7.495	eV
multiplicity	2

Geometry as XYZ:
```
91
Properties=species:S:1:pos:R:3:forces:R:3:lowdin_spin:R:1
V 0.052 0.221 -0.457 -0.9479 -1.2177 -0.1904 1.289
C -2.811 2.210 2.268 0.4508 -2.2056 1.8699 0.001
C -1.580 1.659 1.679 -0.0453 -1.2904 -1.4359 0.008
N -1.241 1.747 0.429 0.1547 0.7924 0.7529 -0.015
N -1.725 2.908 -0.156 -0.2273 0.0610 -0.1888 -0.001
C -1.309 4.115 0.360 1.0215 -0.1646 0.6272 0.000
N -1.754 5.174 -0.323 -0.2273 -0.6445 -0.1530 0.000
S -0.258 4.262 1.705 -0.9686 0.1149 -0.9686 0.001
C -0.686 0.792 2.445 -0.4824 0.3006 2.4786 0.000
C -0.877 0.653 3.860 -0.8433 0.3757 -2.4979 0.001
C 0.173 0.173 4.592 -0.3648 0.6813 1.4377 0.001
C 1.366 -0.032 4.013 2.2054 -0.3291 -3.2950 0.001
C 1.468 0.069 2.584 -0.8598 -0.6746 0.2184 0.001
N 0.432 0.416 1.810 0.4571 0.1121 0.7872 -0.006
H -3.318 2.798 1.604 -1.4776 1.2750 -1.6860 0.000
H -3.444 1.356 2.659 0.5797 0.7236 -0.7140 0.000
H -2.585 2.790 3.126 0.2832 0.7384 0.8617 0.000
H -1.810 2.836 -1.171 0.0183 -0.0008 0.3949 0.000
H -2.464 5.131 -1.050 0.3579 -0.0355 0.2912 0.000
H -1.370 6.039 -0.033 0.0513 0.8661 0.0551 0.000
H -1.831 0.967 4.315 0.7005 -0.2285 -0.2647 0.000
H 0.145 0.152 5.661 -0.3757 -0.2556 0.5095 0.000
H 2.287 -0.256 4.527 -0.1349 -0.1199 0.3244 0.000
H 2.336 -0.224 1.993 0.1996 0.2695 0.6908 0.000
N 1.769 -1.385 -0.144 -0.0589 -0.3429 0.3092 -0.010
N 1.932 -2.172 -1.339 -1.7044 1.4943 0.5868 0.000
C 0.700 -2.185 -2.096 0.3796 -0.0239 0.5389 0.001
O 0.618 -3.031 -2.944 -0.3553 -0.4916 -0.6578 0.000
O -0.194 -1.292 -1.790 0.7777 0.1626 0.1859 -0.004
H 2.653 -0.932 -0.012 0.4773 0.5411 0.0911 0.000
H 1.612 -1.915 0.730 -0.2342 -0.2422 -0.7917 0.000
H 2.219 -3.113 -1.186 0.3804 -0.6915 0.2182 0.000
F -3.103 0.096 -0.946 0.2662 1.0412 -1.4547 0.001
C -2.555 0.807 -2.021 1.6048 -0.9702 0.8336 -0.001
C -1.140 1.012 -2.038 -2.2601 -0.3393 -0.0310 -0.046
C -0.702 1.722 -3.145 -0.7003 -0.4550 0.4656 -0.003
F 0.580 2.001 -3.274 0.5427 0.6273 -0.7011 -0.006
C -1.569 2.146 -4.134 -1.1435 0.2818 -0.8862 -0.002
F -1.183 2.826 -5.217 0.6307 0.1074 0.1286 -0.001
C -2.941 1.889 -4.087 0.1425 0.3390 0.0764 0.004
F -3.768 2.377 -5.014 0.3355 -0.2228 -0.0045 0.001
C -3.438 1.185 -3.020 0.7956 -0.7061 1.2501 -0.001
F -4.686 0.794 -2.883 -0.9576 0.2436 -0.3985 -0.001
N 1.400 1.136 -1.091 1.2243 0.3108 -0.1635 -0.334
C 2.615 1.366 -1.452 -2.0243 -1.1539 -0.7285 0.038
C 3.114 1.059 -2.774 1.8282 0.4804 -1.9648 -0.010
C 2.557 0.153 -3.690 -0.3166 0.2956 2.0124 0.018
C 3.064 -0.048 -4.940 -1.5774 -0.4010 0.2375 -0.001
C 4.102 0.719 -5.365 1.2919 -0.6580 -1.0997 0.022
C 4.784 1.532 -4.483 0.0417 1.2903 -0.2871 -0.003
C 4.284 1.757 -3.228 -1.8858 -1.1330 0.6260 0.017
C 3.492 1.757 -0.406 0.7097 1.9382 2.3592 -0.007
C 4.715 1.202 -0.170 1.7635 -1.6203 -1.8725 0.012
C 5.527 1.485 0.897 -1.4885 1.3158 1.1409 -0.003
C 5.100 2.371 1.882 -1.1925 -0.9000 -1.3253 0.015
C 3.794 2.875 1.719 1.6920 1.6725 1.9201 -0.001
C 3.095 2.684 0.576 -1.2257 -0.5527 -0.5228 0.009
H 1.699 -0.409 -3.388 -0.3692 -0.1795 0.0825 0.001
H 2.466 -0.749 -5.514 0.6104 0.1168 -0.5367 -0.001
H 4.432 0.576 -6.387 0.2121 0.2701 0.0120 0.001
H 5.592 2.183 -4.805 0.0617 -0.3569 -0.1727 -0.001
H 4.659 2.521 -2.598 0.7002 0.5383 0.4586 0.000
H 5.220 0.551 -0.905 -0.8412 0.0506 0.1706 0.000
H 6.415 0.961 0.956 1.8905 -0.6457 0.1976 -0.001
H 5.735 2.636 2.685 0.3243 0.1888 0.8345 0.001
H 3.427 3.597 2.489 0.1601 -0.6599 -0.8210 0.000
H 2.189 3.249 0.489 -0.5933 -0.0415 -0.2888 0.000
O -1.341 -1.073 0.588 -0.7043 -1.0648 0.0768 0.012
S -2.202 -2.311 0.171 2.2272 0.9519 0.3554 0.003
C -3.557 -2.307 1.253 -1.4561 -0.6180 0.4435 0.000
C -3.524 -1.953 2.615 -1.2223 -0.3396 -1.5020 0.000
C -4.693 -1.933 3.346 -0.5157 0.0044 -0.1778 0.000
C -5.865 -2.476 2.777 0.6165 0.7644 -0.1868 0.000
C -5.884 -2.933 1.448 -0.2917 1.3556 -0.0841 0.000
C -4.756 -2.741 0.640 0.5277 -0.3348 0.7735 0.000
C -1.201 -3.696 0.796 -0.0766 1.1933 1.2957 0.001
C -0.658 -3.709 2.102 -1.0929 1.3636 0.9272 0.000
C 0.250 -4.682 2.486 0.5856 0.4088 0.2161 0.000
C 0.680 -5.568 1.510 -1.2510 -0.9271 -1.0530 0.000
C 0.022 -5.620 0.263 0.2318 0.6258 0.6654 0.000
C -0.894 -4.659 -0.123 -0.6507 0.9674 -1.1567 0.000
H -2.651 -1.625 3.070 1.5992 0.7209 0.5149 0.000
H -4.685 -1.370 4.300 -0.2377 -0.9057 -0.4655 0.000
H -6.771 -2.341 3.344 -0.2813 -0.4309 -0.0400 0.000
H -6.845 -3.118 0.950 0.4800 -0.3868 0.4516 0.000
H -4.787 -2.962 -0.435 0.0441 0.1532 0.5246 0.000
H -0.985 -2.940 2.877 0.4628 -1.0564 -1.2813 0.000
H 0.675 -4.739 3.515 -0.4680 0.2271 -0.9643 0.000
H 1.391 -6.340 1.738 0.2710 -0.1600 0.0987 0.000
H 0.156 -6.371 -0.454 0.9008 -1.1768 -0.6451 0.000
H -1.352 -4.484 -1.152 0.8616 -0.9979 1.2803 0.000
```
Positions in Å, forces in eV/Å.



No. 2
The following is a DFT calculation (ωB97M-V with the def2-TZVPD basis set) of C40H34N4PSV as an isolated structure.

Calculated values
<S²>	3.768
M	684.725	g/mol
HOMO level (spin up / spin down)	-9.66 / -9.96	eV
net charge	+1
gap between HOMO and LUMO (spin up / spin down)	7.565 / 7.686	eV
multiplicity	4

Geometry as XYZ:
```
81
Properties=species:S:1:pos:R:3:forces:R:3:lowdin_spin:R:1
V -0.986 -0.018 0.003 -0.3450 0.0857 0.0988 2.814
C -3.295 -0.545 1.861 0.2257 0.0990 0.0673 0.006
C -3.184 -1.776 1.231 -0.0684 -0.0382 -0.0055 0.003
C -3.970 -2.059 0.115 0.0437 -0.0744 0.0924 0.004
C -4.851 -1.110 -0.365 -0.0455 -0.0451 -0.0877 0.001
C -4.954 0.130 0.259 -0.0126 0.1104 0.0615 0.004
C -4.180 0.415 1.369 0.0087 -0.0259 0.0047 0.003
H -2.711 -0.333 2.751 -0.0297 0.0330 -0.0354 0.001
H -2.525 -2.536 1.633 0.0123 -0.0129 0.0068 0.001
H -3.891 -3.023 -0.369 -0.0107 -0.0328 -0.0284 0.000
H -5.470 -1.331 -1.224 -0.0033 -0.0175 -0.0160 0.000
H -5.650 0.867 -0.120 -0.0117 0.0228 -0.0004 0.000
H -4.253 1.374 1.859 -0.0054 0.0403 0.0016 0.000
C 2.548 -2.640 4.891 -0.0432 -0.0532 0.0790 -0.001
C 1.206 -2.299 4.792 0.0236 -0.0259 0.0183 0.000
C 0.777 -1.490 3.755 0.0898 -0.0052 0.0082 -0.001
C 1.686 -1.011 2.808 -0.0552 -0.0304 0.1292 0.000
C 3.029 -1.354 2.918 -0.0306 0.0921 -0.0828 -0.001
C 3.454 -2.167 3.957 0.0769 -0.0260 0.0123 0.000
P 0.987 0.073 1.539 -0.2547 0.0484 -0.3125 0.024
C 2.193 0.276 0.205 0.1996 -0.6067 0.0259 0.005
C 2.822 -0.780 -0.341 -0.2639 0.3669 0.2772 0.010
C 3.617 -0.657 -1.557 0.1167 0.2248 -0.2298 0.000
C 3.782 0.513 -2.175 0.0629 -0.3308 -0.0162 0.006
C 3.177 1.776 -1.667 0.2043 0.2292 0.0567 0.001
C 2.222 1.614 -0.457 -0.0155 0.0825 0.1158 0.000
C 0.809 1.682 2.325 0.1239 0.0155 0.1776 0.001
C 1.683 2.131 3.286 -0.0741 -0.0899 -0.1166 0.002
C 1.526 3.417 3.829 -0.0433 0.0850 0.0028 -0.002
C 0.514 4.218 3.383 0.0177 0.0161 0.0305 0.002
C -0.397 3.781 2.392 -0.0370 0.1589 0.0504 0.000
C -1.424 4.628 1.913 -0.0439 -0.0483 -0.0488 0.017
C -2.269 4.175 0.942 0.0415 0.1636 0.1265 -0.001
C -2.138 2.863 0.440 -0.2603 -0.0187 -0.1900 0.018
C -1.185 1.970 0.867 0.2168 -0.3225 -0.0682 -0.019
C -0.279 2.476 1.857 0.1249 -0.1044 0.0300 0.005
H 2.887 -3.273 5.700 0.0021 -0.0113 0.0157 0.000
H 0.496 -2.657 5.524 -0.0185 -0.0216 0.0419 0.000
H -0.271 -1.212 3.691 -0.0309 0.0296 -0.0175 0.000
H 3.746 -0.981 2.200 0.0053 0.0254 -0.0270 0.000
H 4.501 -2.424 4.038 0.0220 -0.0164 0.0136 0.000
H 2.746 -1.764 0.104 -0.0386 -0.0260 0.0946 0.000
H 4.095 -1.549 -1.937 0.0302 -0.0164 -0.0569 0.000
H 4.404 0.567 -3.061 0.0015 0.0343 -0.0436 0.000
H 3.962 2.521 -1.509 0.0336 -0.1027 0.0055 0.000
H 2.371 2.393 0.294 -0.0344 0.0010 -0.0716 0.000
H 2.495 1.501 3.630 -0.0003 -0.0334 -0.0079 0.000
H 2.210 3.767 4.590 0.0188 0.0150 0.0260 0.000
H 0.391 5.215 3.787 0.0056 0.0498 0.0246 0.000
H -1.520 5.626 2.322 -0.0066 0.0474 0.0065 0.001
H -3.050 4.819 0.559 -0.0205 0.0284 -0.0078 -0.001
H -2.858 2.570 -0.321 -0.0001 -0.0668 -0.0284 0.001
N 2.500 2.312 -4.838 -0.0345 -0.1253 0.0237 0.007
C 1.728 1.825 -3.846 0.0845 0.0830 -0.1677 0.009
C 0.759 0.890 -4.008 0.0225 0.0602 0.0970 0.000
C 0.035 0.425 -2.866 0.1975 0.0259 -0.1024 0.017
N 0.108 0.846 -1.650 0.0442 -0.2029 0.2392 -0.002
C 1.003 1.965 -1.367 -0.2322 0.0657 0.0457 0.003
C 1.992 2.368 -2.483 -0.0701 0.2278 -0.1921 0.002
H 2.430 1.959 -5.776 -0.0347 -0.0077 0.0112 0.000
H 3.231 2.974 -4.650 -0.0296 0.0244 0.0401 0.000
H 0.534 0.443 -4.965 0.0348 0.0185 -0.0639 0.000
H -0.649 -0.389 -3.048 -0.0885 -0.1167 -0.0246 0.001
H 0.385 2.777 -0.980 0.0934 -0.0454 -0.0451 -0.001
H 2.077 3.455 -2.557 -0.0245 -0.0202 0.0331 0.000
N 0.311 -3.090 0.891 0.0266 -0.2160 -0.0235 0.011
C -0.241 -3.141 -0.335 0.2635 0.0426 0.1666 0.011
N -0.976 -2.189 -0.847 0.1703 0.1436 0.0539 0.020
C -1.448 -2.589 -2.099 -0.2189 -0.1653 -0.0894 0.004
C -2.414 -1.921 -2.850 0.1462 -0.0076 0.0843 0.002
C -2.795 -2.443 -4.069 -0.0322 -0.0578 -0.1105 0.000
C -2.246 -3.634 -4.544 -0.0788 0.0620 -0.0589 0.000
C -1.331 -4.339 -3.787 0.0555 -0.0507 0.0672 0.000
C -0.952 -3.813 -2.561 -0.0910 0.1169 0.0031 0.001
S 0.072 -4.527 -1.343 -0.1006 0.0952 -0.0684 0.002
H 0.022 -2.375 1.536 -0.0231 0.0996 -0.0171 0.006
H 0.751 -3.902 1.289 0.0064 -0.0126 -0.0460 0.000
H -2.875 -1.020 -2.468 0.0233 0.0922 0.0130 0.001
H -3.541 -1.927 -4.657 -0.0175 0.0048 -0.0281 0.000
H -2.559 -4.026 -5.501 -0.0138 -0.0105 -0.0390 0.000
H -0.936 -5.283 -4.135 0.0172 -0.0255 -0.0043 0.000
```
Positions in Å, forces in eV/Å.